Entry 1:
Below is 7 unconnected molecules or ions with the total composition C28H42O21 in a non-equilibrium geometry, with properties calculated with ωB97M-V/def2-TZVPD.

Computed properties:
M   714.62 g/mol
DFT total energy   -2672.069362 hartree
SMILES string   C[C@H]1COC(=O)O1.C[C@H]1COC(=O)O1.C[C@H]1COC(=O)O1.C[C@H]1COC(=O)O1.C[C@H]1COC(=O)O1.C[C@H]1COC(=O)O1.C[C@H]1COC(=O)O1
ΔE to the lowest compared entry with this formula, charge and spin   617.1 kJ/mol

The geometry in XYZ format:
```
91
Properties=species:S:1:pos:R:3:lowdin_charge:R:1
C -4.36220 6.25458 -1.01233 -0.01
C -4.78384 7.20000 -2.11115 -0.35
C -3.78958 7.48932 -3.25404 -0.04
O -4.53194 7.18920 -4.43279 0.09
C -5.65734 6.64905 -4.18926 -0.51
O -6.53316 6.10489 -4.93555 0.08
O -5.72682 6.50514 -2.82218 0.04
H -4.18168 5.26767 -1.43840 0.10
H -5.18962 6.14778 -0.31086 0.09
H -3.59252 6.68747 -0.37335 0.09
H -5.31568 8.11628 -1.85486 0.16
H -3.03494 6.70373 -3.29235 0.14
H -3.46501 8.52351 -3.36902 0.14
C -1.52332 4.47010 4.10904 -0.02
C -1.81526 5.58416 5.08664 -0.32
C -0.92329 6.70817 4.90424 -0.07
O -1.79888 7.56964 4.13333 0.12
C -2.99747 7.34952 4.39029 -0.69
O -3.87623 8.13575 4.11140 0.14
O -3.13970 6.11194 4.80461 0.10
H -1.46328 4.74413 3.05576 0.10
H -2.37028 3.79521 4.23265 0.09
H -0.77469 3.79482 4.52334 0.09
H -1.99323 5.34653 6.13543 0.17
H -0.07992 6.44191 4.26710 0.14
H -0.62794 7.16707 5.84778 0.14
C 8.67671 -2.95304 0.37632 0.00
C 7.58719 -4.04390 0.09712 -0.30
C 6.95456 -4.08327 -1.31306 -0.07
O 7.48706 -5.25964 -1.82658 0.13
C 8.10902 -5.91782 -0.95571 -0.59
O 8.64491 -7.06457 -1.16541 0.06
O 8.09802 -5.33765 0.21528 0.11
H 9.37726 -3.30188 1.13503 0.08
H 8.40058 -1.98056 0.78390 0.08
H 9.14636 -2.91759 -0.60668 0.08
H 6.84909 -3.93850 0.89223 0.15
H 7.27507 -3.15545 -1.78691 0.13
H 5.86684 -4.15321 -1.30507 0.14
C -7.65690 -0.67825 3.26711 -0.04
C -8.27566 0.59882 3.55367 -0.35
C -9.81325 0.59720 3.78321 -0.09
O -9.94824 1.49948 4.85831 0.05
C -8.74679 1.47952 5.52882 -0.51
O -8.66386 1.89377 6.69100 0.11
O -7.74201 0.95740 4.82063 0.09
H -8.20200 -1.04529 2.39750 0.10
H -7.69090 -1.35915 4.11760 0.11
H -6.66341 -0.50853 2.85207 0.09
H -7.94822 1.37629 2.86343 0.16
H -10.20505 -0.34684 4.16189 0.14
H -10.39872 0.97548 2.94523 0.14
C -1.62477 -0.71770 0.09342 -0.02
C -0.22074 -1.15399 -0.33719 -0.35
C 0.95979 -0.86903 0.57507 -0.09
O 1.47727 -2.14063 0.83020 0.10
C 0.89275 -3.10694 0.18746 -0.49
O 1.10955 -4.33141 0.20753 0.11
O -0.24143 -2.56336 -0.41951 0.06
H -1.83989 -1.05129 1.10858 0.09
H -2.23591 -1.28579 -0.60792 0.09
H -1.81370 0.35548 0.06723 0.09
H -0.09728 -0.67744 -1.30969 0.15
H 0.37459 -0.52453 1.42769 0.12
H 1.64175 -0.02673 0.45864 0.14
C 9.24728 1.37010 -3.17640 -0.04
C 8.20610 2.39207 -3.34748 -0.34
C 7.22908 1.97293 -4.44588 -0.12
O 6.05515 2.58893 -3.95515 0.01
C 6.06870 2.50320 -2.52564 -0.43
O 5.15921 2.73747 -1.73693 0.13
O 7.38237 2.24813 -2.16920 0.05
H 9.82522 1.69596 -2.31160 0.09
H 9.81224 1.29691 -4.10569 0.10
H 8.90138 0.35742 -2.96914 0.09
H 8.51372 3.42957 -3.47808 0.17
H 7.00355 0.90780 -4.49812 0.14
H 7.51466 2.49549 -5.35882 0.14
C -1.36407 -8.36256 -1.67855 -0.03
C -0.33408 -9.06972 -2.55475 -0.30
C 0.39132 -10.28494 -1.87692 -0.06
O 0.18752 -11.44002 -2.70724 0.09
C -0.46606 -11.09492 -3.76464 -0.51
O -0.52175 -11.74779 -4.81345 0.12
O -0.98078 -9.76798 -3.62787 0.04
H -2.17775 -7.95444 -2.27810 0.08
H -0.97133 -7.54768 -1.07041 0.08
H -1.87677 -9.01013 -0.96730 0.08
H 0.41999 -8.32466 -2.80845 0.14
H -0.04921 -10.46019 -0.89542 0.12
H 1.47204 -10.22800 -1.74696 0.13
```

---

Entry 2:
Below is a molecular structure, C28H43BrClF3IN3O12PS in a non-equilibrium geometry, with properties calculated with ωB97M-V/def2-TZVPD.

Computed properties:
M   975.96 g/mol
DFT total energy   -6530.851458 hartree
Net charge   -1

The geometry in XYZ format:
```
94
Properties=species:S:1:pos:R:3:lowdin_charge:R:1
C -2.66041 2.23453 1.81328 0.02
C -3.19253 0.94201 2.32877 -0.43
O -3.99717 0.83752 3.20708 0.17
O -2.73074 -0.22357 1.65164 0.06
C -1.56335 -0.74488 2.12950 -0.44
O -1.15188 -0.44667 3.21077 0.16
C -0.97712 -1.75691 1.15123 -0.01
C 0.07907 -1.19595 0.11584 -0.17
C -0.70658 0.03080 -0.43196 -0.07
C -0.37611 0.78373 -1.70102 -0.26
O -1.20067 0.92766 -2.56474 0.09
C 1.30387 -0.76691 0.98360 -0.20
C 2.06572 0.50583 0.56500 -0.24
C 2.30497 1.51734 1.70751 -0.74
C 3.72802 2.08727 1.65753 -0.16
Br 1.05932 2.99479 1.55833 0.81
N 2.21134 -1.89823 1.41158 -0.27
Cl 3.70100 -1.27945 2.10431 0.98
C 1.73808 -2.82678 2.63332 -0.82
O 0.88899 -2.33988 3.32129 0.10
O 2.38234 -3.82103 2.67796 0.02
C 2.64377 -2.67989 0.09476 -0.32
N 3.96330 -3.16817 0.04142 -0.14
C 4.47768 -4.40193 0.62673 -0.09
C 4.83070 -2.61103 -0.93208 -0.51
C 5.14175 -1.13162 -0.93265 0.00
O 5.38366 -3.32396 -1.72949 0.07
C 1.42478 -3.46860 -0.48894 -0.65
I 2.20963 -4.57810 -2.18612 1.17
P 0.68977 -4.94544 0.47898 0.39
S 1.85543 -6.48038 0.83265 0.14
C 0.30305 -2.39728 -0.92742 -0.37
C 0.46505 -1.94531 -2.37042 -0.19
C 1.74584 -1.17707 -2.73775 -0.13
C 1.53989 -0.50721 -4.08363 -0.53
N 1.91656 0.81997 -4.20251 0.16
O 1.06663 -1.12521 -5.00597 0.09
O -0.82279 -3.27678 -0.88814 -0.23
C -1.96433 -2.99449 -1.66539 -0.13
C -3.17929 -3.77215 -1.10676 -0.37
C -4.38550 -2.87181 -0.90872 -0.03
O -2.81478 -4.34784 0.15813 -0.05
H -2.42639 2.91105 2.62732 0.10
H -1.78249 2.12911 1.18644 0.03
H -3.42915 2.69863 1.19838 0.10
H -1.88006 -2.03439 0.62090 0.10
H -0.64592 -2.64504 1.66379 0.10
H -1.76418 -0.18711 -0.49568 0.13
H -0.56791 0.81142 0.32614 0.09
H 0.61994 1.21629 -1.88394 0.11
H 0.85628 -0.42634 1.92055 0.13
H 1.50555 1.07103 -0.17033 0.05
H 3.01287 0.28794 0.07322 0.07
H 2.21129 1.02537 2.67162 0.08
H 3.77327 3.00545 2.23617 0.06
H 4.06659 2.25416 0.63784 0.08
H 4.40549 1.39699 2.15936 0.05
H 2.69014 -1.84567 -0.60808 0.10
H 5.54460 -4.27514 0.81830 0.10
H 4.00060 -4.69346 1.54952 0.04
H 4.41108 -5.24038 -0.06527 0.04
H 6.06725 -1.01695 -1.48919 0.09
H 4.38947 -0.54159 -1.45455 0.07
H 5.31491 -0.75259 0.06854 0.05
H -0.33240 -5.45642 -0.30101 -0.02
H 0.14534 -4.50477 1.68634 0.00
H 0.36562 -2.76509 -3.07373 0.07
H -0.35246 -1.30419 -2.69005 0.11
H 2.61369 -1.82415 -2.86784 0.08
H 1.96554 -0.40966 -1.99197 0.08
H 2.13628 1.01975 -5.17190 0.11
H 2.72838 1.04020 -3.63760 0.10
H -1.85835 -3.27653 -2.71405 0.14
H -2.23178 -1.93602 -1.63253 0.12
H -3.43018 -4.61274 -1.75713 0.14
H -5.23551 -3.49225 -0.62085 0.08
H -4.19619 -2.21143 -0.06253 0.08
H -4.65676 -2.30920 -1.79972 0.09
H -3.46976 -5.01983 0.35782 0.10
C -3.02862 8.30638 1.94034 -0.09
C -4.19400 8.44208 0.96312 -0.30
O -4.03590 7.79838 -0.27435 -0.13
C -4.30936 6.34475 -0.33787 -0.55
O -5.41413 5.96703 0.20809 -0.16
C -3.09905 5.52746 0.21193 -0.53
F -1.88070 6.06909 -0.08239 0.08
F -3.08008 4.29505 -0.36669 0.08
F -3.08888 5.30946 1.54122 0.10
H -2.07503 8.39967 1.41842 0.07
H -3.09340 9.08632 2.70522 0.06
H -3.04140 7.35029 2.45726 0.05
H -4.28344 9.50517 0.70986 0.10
H -5.13888 8.15204 1.43575 0.11
H -4.19885 6.18348 -1.44169 0.14
```